# 1
DFT (ωB97M-V with the def2-TZVPD basis set) results for a single C3H8N2OS molecule at a distorted geometry.

HOMO energy (spin up / spin down) = -7.417 / -7.417 eV
lowest unoccupied orbital energy (spin up / spin down) = 0.49 / 0.50 eV

Each line ends with the Mulliken charge.
Cartesian coordinates (Å):
H: 3.0805 -0.5011 0.9092  0.360
H: 2.9789 -1.7002 -0.2863  0.233
C: -2.0639 0.7727 0.0564  -0.395
O: 1.6655 -0.0281 -0.4882  -0.448
H: -2.6497 0.9554 0.9232  0.243
H: 0.1214 1.5272 -0.2402  0.281
H: -0.2923 1.2775 1.3948  0.318
H: 3.8268 -0.1595 -0.5381  0.262
H: -2.3167 1.4132 -0.7642  0.268
N: -1.4527 -1.5326 -0.1144  -0.529
C: 2.8706 -0.5564 -0.0954  -0.704
S: 0.1966 -0.7929 0.2856  0.129
H: -3.1575 -0.9548 -0.9536  0.289
C: -0.5819 0.8837 0.3691  -0.448
N: -2.2255 -0.6041 -0.4580  0.138

Atomic forces in eV per Å
0.0 0.5 2.9
-0.4 1.4 -0.1
1.3 -0.6 -0.9
-0.1 1.1 0.2
-0.7 0.0 0.7
-1.4 -0.8 -0.1
-1.0 -0.7 -0.9
-1.3 0.3 -0.4
-0.4 0.6 -0.2
2.3 0.9 1.7
1.7 -2.9 -2.0
-1.0 -1.1 -1.4
2.6 1.5 1.1
2.6 0.8 1.0
-4.1 -1.1 -1.5

---

# 2
DFT (ωB97M-V with the def2-TZVPD basis set) results for a molecular structure, C6H15AlBeClF4LiN4O16S5 at a distorted geometry.

HOMO energy = -7.529 eV
lowest unoccupied orbital energy = -6.23 eV

Each line ends with the Mulliken charge.
Cartesian coordinates (Å):
H: -0.0660 -1.8250 -1.8395  0.154
C: -0.3077 -1.1685 -2.6760  -0.745
F: -1.1400 2.1296 -4.1417  -0.012
N: -1.6838 4.3519 -3.2319  1.116
O: -1.6097 4.4093 -1.9658  -0.771
O: 0.1222 3.7774 3.3763  -0.461
C: -0.3687 -1.3452 -5.2296  -0.880
S: 4.3252 -4.9065 4.8281  1.231
S: 0.8961 0.8428 -6.1878  -0.050
H: -0.5872 3.1455 3.6071  0.370
H: 0.1960 1.4238 1.0727  0.389
F: 3.4066 -6.1479 5.1094  -0.222
O: -0.5804 4.2957 -3.8624  -0.387
C: 0.3694 0.4112 0.7102  -0.716
H: -1.8014 -2.2650 -3.8502  0.321
O: -2.8501 0.7727 5.1186  -0.574
S: -1.6258 0.9505 -5.0032  1.048
H: -0.9992 0.5976 3.1736  -0.104
O: -1.4818 4.7176 4.5528  -0.446
O: -2.5807 2.0324 3.4040  -0.563
S: 2.3179 -3.8753 3.4027  0.985
H: 1.2716 -0.0093 1.1536  0.316
O: -2.7509 4.3286 -3.8025  -0.522
Cl: 2.4841 1.8009 -4.3598  -0.284
N: -3.3175 1.5981 4.3204  1.080
O: 1.3094 -4.8601 3.6068  -0.540
F: 1.5583 -2.5163 3.6446  -0.162
O: 0.2407 5.9621 3.9034  -0.554
O: 5.1828 -5.3223 3.7924  -0.459
O: -4.4735 1.9843 4.4110  -0.571
H: -1.1632 -0.5773 -2.3570  0.357
H: 0.5967 -1.7430 -5.5338  0.483
C: -0.8651 -0.4521 2.9146  -0.288
O: -2.5715 0.2088 -4.2550  -0.569
H: 0.5719 -0.5747 -2.9049  0.292
F: 0.7389 5.6379 -4.7123  -0.392
N: -0.1853 0.1287 -5.0900  0.080
H: -1.6392 -1.0442 3.3979  0.438
Li: -0.4640 5.9788 -1.0662  0.970
H: 0.0675 1.1957 -7.2122  0.211
O: -0.6614 -2.0319 0.7829  -0.347
Be: 4.4664 -4.5440 7.6625  0.285
C: -0.7441 -2.0161 -3.8838  -0.620
O: -2.0402 1.4523 -6.2623  -0.602
H: -1.0696 -1.6165 -6.0213  0.342
Al: -0.6330 -4.0657 0.5007  0.593
H: 0.4567 0.4179 -0.3748  0.152
O: 4.9750 -4.7424 6.1552  -0.335
H: 0.1149 -0.8099 3.2258  0.138
C: -0.3870 4.9103 3.9771  0.686
O: 2.8640 -3.7265 2.0986  -0.538
N: 3.3644 -3.7221 4.6079  -0.272
S: -1.0389 -0.5871 1.1560  0.499
H: -0.2100 -2.9677 -3.8428  0.453

Atomic forces in eV per Å
0.1 0.0 0.0
-0.5 -0.8 0.1
0.0 -1.0 -0.3
0.2 1.0 -0.1
0.3 0.8 0.8
-0.4 0.3 0.3
0.1 -0.7 0.5
-1.1 -0.5 -1.2
1.1 -0.4 0.3
0.1 -0.4 -0.3
-0.1 0.0 0.0
0.1 0.1 0.3
0.5 0.0 -0.2
0.2 -0.2 -0.3
-0.1 0.2 0.1
0.1 -0.1 -0.1
-1.1 0.2 0.0
-0.2 0.0 0.0
-0.2 0.6 0.2
0.4 0.2 -0.3
-1.3 0.8 -1.1
0.0 0.0 0.1
0.1 -0.1 0.1
-0.4 0.2 -0.2
-0.2 0.0 0.3
0.4 -0.2 0.3
0.4 -0.1 0.3
-0.1 0.1 0.0
0.3 0.2 0.2
0.1 0.0 0.0
0.3 0.5 0.0
0.1 0.3 0.0
0.2 -0.4 0.2
0.3 -0.3 0.4
0.0 0.2 0.1
-0.3 0.1 0.3
-0.7 0.1 -1.1
-0.1 0.1 0.0
-0.5 -1.0 -0.7
-0.3 0.2 0.4
0.4 -1.8 -0.1
0.5 -0.1 -1.7
0.5 0.1 -0.1
0.5 0.3 -0.2
-0.1 0.3 0.0
0.1 1.6 0.3
-0.1 0.0 0.0
-0.2 0.5 2.1
0.0 0.0 -0.2
0.3 -0.8 -0.3
0.4 -0.1 0.2
0.4 -0.6 0.4
-0.3 0.7 0.2
0.0 0.0 -0.2

---

# 3
DFT (ωB97M-V with the def2-TZVPD basis set) results for a molecular structure, F2H12O6Y at a distorted geometry.

net charge = +1
HOMO energy = -13.985 eV
lowest unoccupied orbital energy = -3.88 eV

Each line ends with the Mulliken charge.
Cartesian coordinates (Å):
H: 2.4081 -1.9242 -0.8363  0.293
H: -2.2372 2.0833 -1.3924  0.298
H: 0.5436 -2.6482 0.4636  0.289
O: 1.7640 -1.4836 -1.3417  -0.506
O: 2.0524 0.6029 0.7986  -0.556
Y: 0.1040 0.0906 -0.3839  1.841
H: 1.4913 -2.0891 -1.9948  0.302
H: -2.2527 0.6414 -1.8625  0.344
F: -0.9060 -1.2712 -1.7337  -0.747
H: -0.4608 1.9669 1.7634  0.333
H: -2.4808 0.2644 1.4096  0.283
H: 2.5474 1.4160 0.5164  0.339
O: -0.3550 2.0699 0.8241  -0.539
O: -2.0284 -0.3902 0.8702  -0.482
H: 0.2221 2.7912 0.6824  0.300
O: -1.6439 1.3014 -1.4757  -0.512
F: 1.0848 1.3547 -1.8048  -0.683
H: 2.2149 0.5794 1.7286  0.308
O: 0.2227 -1.8369 0.8889  -0.465
H: 0.1112 -2.2893 1.7150  0.282
H: -2.4018 -1.2293 1.1649  0.276

Atomic forces in eV per Å
1.6 -0.7 0.9
1.0 -0.5 0.1
0.1 0.6 -1.3
-0.5 1.7 0.7
1.2 1.3 -0.5
-0.7 0.0 -4.3
-0.9 -0.9 -1.6
0.7 -0.1 0.0
0.4 0.6 0.9
-0.1 0.3 0.8
-0.2 0.2 -0.1
-0.6 -1.1 -0.3
-1.2 -1.1 0.2
-0.1 0.3 0.6
1.0 1.4 -0.4
-2.1 0.5 -0.2
-0.3 -0.6 1.5
0.2 -0.4 1.2
0.7 -2.0 0.5
-0.6 0.6 1.6
0.1 -0.2 -0.3

---

# 4
DFT (ωB97M-V with the def2-TZVPD basis set) results for a gas-phase ion, C3H5N4O4S (charge +1) at a distorted geometry.

SMILES = C=N/C(=[NH+]\CN=S(=O)=O)[N+](=O)[O-]
net charge = +1
HOMO energy = -15.376 eV
lowest unoccupied orbital energy = -5.41 eV

Each line ends with the Mulliken charge.
Cartesian coordinates (Å):
N: -1.5428 0.4388 -0.8112  -0.338
O: 2.7495 0.8558 1.2957  -0.570
C: 0.6937 -0.0397 0.7198  0.345
H: -0.3955 -3.0663 0.2174  0.274
H: -0.7143 2.3708 -0.9329  0.457
N: 0.0854 -1.1393 0.5629  -0.052
H: 1.1095 1.8780 0.4828  0.283
C: -0.3428 -2.2517 0.9340  -0.171
O: 2.4441 -1.2504 1.6813  -0.495
H: -0.7353 -2.4189 1.9349  0.278
C: -0.9131 1.5607 -0.2214  -0.518
H: -1.5560 1.9317 0.5868  0.320
O: -1.7656 -1.0563 -2.7942  -0.419
O: -0.3992 1.0310 -3.0180  -0.405
S: -1.2507 0.1546 -2.2922  1.022
N: 0.3820 1.1712 0.3518  -0.077
N: 2.1511 -0.1699 1.3025  1.066

Atomic forces in eV per Å
-0.5 -1.0 -1.6
0.9 0.8 0.1
0.5 0.4 0.0
0.1 0.0 0.0
0.0 0.0 0.3
0.2 -0.2 0.0
-0.1 -0.3 0.0
-0.3 -0.3 0.1
0.5 -0.8 0.4
0.1 0.1 0.1
-0.1 1.1 0.1
0.2 -0.1 -0.2
-0.2 -0.1 -0.3
-0.2 0.0 -0.2
0.3 0.4 1.6
0.3 0.0 0.2
-1.5 0.1 -0.5

---

# 5
DFT (ωB97M-V with the def2-TZVPD basis set) results for a single C4H8N2O molecule at a distorted geometry.

SMILES = [H]/N=C1\OCC[C@@H]1N
HOMO energy = -9.817 eV
lowest unoccupied orbital energy = 0.93 eV

Each line ends with the Mulliken charge.
Cartesian coordinates (Å):
H: -1.0079 0.6915 -1.4825  0.290
H: -0.7124 1.2755 1.5056  0.273
N: -0.0676 -2.2809 -0.5290  -0.727
N: 1.8197 0.0645 -0.3251  -0.721
O: -1.5457 -0.6595 -0.0297  -0.437
H: -2.2943 1.2225 -0.3570  0.331
H: 0.2700 2.0270 0.1997  0.363
C: 0.6823 -0.1026 0.5713  0.546
C: -1.3483 0.6877 -0.4365  -0.475
C: -0.2518 1.1280 0.5249  -0.721
H: 2.2547 -0.8342 -0.5120  0.255
H: -1.0341 -2.3681 -0.8798  0.311
H: 2.5206 0.6535 0.1167  0.242
C: -0.2588 -1.1675 0.0260  0.211
H: 0.9736 -0.3375 1.6075  0.260

Atomic forces in eV per Å
-0.1 0.1 0.2
0.1 0.2 -0.1
-0.2 0.4 0.3
0.2 -0.1 0.1
0.0 0.1 0.1
0.1 0.0 0.1
0.0 0.0 0.1
-0.2 0.0 0.0
0.0 0.4 0.1
0.0 0.2 0.1
-0.1 0.1 0.0
0.5 -1.3 -0.3
-0.1 -0.1 -0.1
-0.3 0.0 -0.2
-0.1 0.0 -0.2

---

# 6
DFT (ωB97M-V with the def2-TZVPD basis set) results for a molecular structure, C19H24ClNSiTc at a distorted geometry.

expectation value of S² = 3.77
HOMO energy (spin up / spin down) = -5.643 / -7.442 eV
spin multiplicity = 4
lowest unoccupied orbital energy (spin up / spin down) = 0.64 / -1.43 eV

Each line ends with the Mulliken spin population.
Cartesian coordinates (Å):
H: -1.1967 1.0314 3.3664  -0.001
H: -1.0560 -2.4812 -2.2961  -0.001
H: 2.9208 1.8191 -2.3426  0.001
Tc: 1.0654 -0.3127 -1.5860  1.446
H: -1.4085 3.2103 -0.9772  0.001
C: 0.4871 -2.6246 -0.6633  0.113
C: 0.7919 2.7507 1.5805  0.032
H: -2.6493 -0.9758 0.7162  -0.009
C: 0.7208 1.9071 -1.9210  0.059
C: -0.5851 -0.7415 1.2987  -0.143
C: 0.1300 0.3588 -3.5345  0.017
C: 2.2869 -2.0184 -2.0102  -0.013
H: -1.4141 -3.2279 4.1621  0.000
C: -1.7512 1.6165 2.6225  0.005
H: -0.1018 -2.9461 0.1885  0.000
H: -1.4507 1.4060 -2.3197  0.007
H: 1.0805 -2.0906 -3.8993  0.005
C: -1.8929 -1.3094 1.4277  0.056
H: 1.4205 -0.7757 2.0637  0.006
H: -1.9351 2.6247 3.0107  0.000
H: 0.9085 -2.3583 3.9138  0.001
C: 1.0999 -2.0979 -2.8200  0.014
C: -2.1836 -2.1786 2.4625  0.005
H: 3.3058 -1.9412 -2.3712  -0.004
H: 0.4277 3.6684 2.0656  0.001
H: 0.6773 2.6846 -1.1687  0.003
H: -2.7089 1.1241 2.4187  0.001
C: -0.0242 -2.3654 -1.9708  0.096
C: 0.4250 -1.1885 2.2091  0.065
H: 1.4644 3.0091 0.7554  0.001
H: -2.1860 3.7175 0.5472  -0.001
C: 1.8862 -2.3899 -0.6650  0.158
Cl: 2.7202 0.3711 0.0745  0.113
C: -1.8902 2.8478 -0.0608  0.021
N: -0.3399 0.2615 0.3996  0.920
H: -3.2002 -2.5399 2.5656  0.001
H: -0.4858 -0.2012 -4.2241  0.017
H: 2.2583 0.0517 -4.2364  0.009
H: -2.7877 2.2640 -0.3220  0.000
C: 1.5614 0.4760 -3.5327  -0.072
H: 2.5585 -2.4823 0.1838  0.018
C: 1.9306 1.4322 -2.5355  0.019
C: -1.1840 -2.5506 3.3610  0.008
H: 1.3475 2.1464 2.3118  0.002
C: -0.3966 1.2384 -2.5444  0.032
Si: -0.7630 1.8466 1.0628  -0.012
C: 0.1163 -2.0666 3.2330  0.000

Atomic forces in eV per Å
-0.2 0.1 -0.1
0.3 0.1 0.1
-0.1 -0.3 0.1
-2.3 2.0 -1.1
-0.3 0.0 0.2
1.1 0.1 0.0
-0.1 0.0 -0.2
0.1 -0.2 0.2
-0.3 -0.4 -0.7
-0.7 -1.6 1.9
0.0 0.7 0.2
-0.1 -1.1 0.5
-0.1 -0.2 0.2
-0.1 0.0 0.0
0.2 0.2 -0.2
0.5 -0.3 -0.1
0.0 0.3 0.1
1.0 1.0 -0.4
-0.1 -0.1 0.1
-0.1 -0.2 0.1
-0.2 -0.1 0.0
-0.2 -1.4 0.4
0.4 0.0 -0.1
-0.2 0.1 0.1
0.2 -0.1 0.0
0.0 -0.3 -0.1
0.1 0.1 0.2
0.6 -0.6 -0.3
-0.5 0.8 -1.0
-0.1 -0.1 0.3
-0.1 -0.2 -0.3
-0.3 -1.4 -0.3
0.9 0.1 1.1
0.2 0.0 -0.1
0.4 -0.1 -0.6
0.1 -0.1 0.1
0.2 -0.2 0.2
-0.1 -0.3 0.1
0.2 0.3 0.1
0.0 1.5 -0.1
-0.3 0.2 -0.3
-0.4 0.5 -0.9
0.0 -0.1 0.0
-0.1 0.2 -0.2
0.9 0.4 0.3
-0.2 0.6 0.5
-0.4 0.1 -0.5

---

Number 1: total energy -701.8766 a.u.. Number 2: total energy -4774.9913 a.u.. Number 3: total energy -696.6973 a.u.. Number 4: total energy -1035.0169 a.u.. Number 5: total energy -341.9401 a.u.. Number 6: total energy -1623.5625 a.u..